[1]
52
Properties=species:S:1:pos:R:3:nbo_charge:R:1 method="wB97M-V/def2-TZVPD" orbital_gap_ev="4.808 / 3.652" homo_energy_ev="-5.67 / -4.51"
P -1.1415 -0.2619 -2.4711 1.65
P -1.3065 -1.9831 1.2967 1.54
C -1.3676 -1.8278 -1.5801 -0.77
C -2.2057 -1.7766 -0.2774 -0.75
H -0.3654 -2.2864 -1.4425 0.29
H -1.9127 -2.4454 -2.3172 0.25
H -2.8261 -0.8677 -0.1860 0.25
H -2.9100 -2.6268 -0.3099 0.25
C -0.7808 -3.7153 1.3667 -0.97
H -0.1319 -3.8977 2.2323 0.28
H -0.2210 -3.9650 0.4592 0.27
H -1.6526 -4.3784 1.4345 0.23
C -2.4363 -1.6742 2.6855 -0.98
H -2.9236 -2.6185 2.9858 0.25
H -3.2133 -0.9502 2.3908 0.26
H -1.8801 -1.2728 3.5501 0.28
C -0.2697 -0.5312 -4.0073 -0.98
H 0.3325 0.3500 -4.2563 0.28
H -0.9968 -0.7141 -4.8064 0.26
H 0.3883 -1.4019 -3.9115 0.28
C -2.7655 0.4247 -2.8436 -0.98
H -3.4450 0.3164 -1.9881 0.26
H -3.1722 -0.1364 -3.6985 0.26
H -2.6880 1.4847 -3.1230 0.28
Hg 1.3548 3.8340 2.2513 0.61
C 0.2157 -1.0124 1.4561 -0.54
C 1.4392 -1.6220 0.9349 -0.65
C 2.0464 -1.4037 -0.3641 -0.40
C 2.2393 0.1056 -0.8562 -0.51
C 1.2266 0.7191 -1.6794 -0.08
C -0.2077 0.8355 -1.4493 -0.64
C -0.7339 1.0799 0.0207 -0.42
C 0.0334 0.5370 1.2434 -0.45
C 2.3988 4.8542 0.6601 -1.17
H 0.3246 -1.1183 2.5592 0.26
H 2.0509 -2.1353 1.6941 0.21
H 1.6184 -2.0266 -1.1935 0.11
H 3.0853 -1.7997 -0.2366 0.23
H 2.5315 0.7155 0.0169 0.25
H 3.1348 0.0499 -1.5011 0.22
H 1.5802 1.1187 -2.6336 0.18
H -0.4910 1.7603 -2.0041 0.25
H -1.7918 0.7805 0.0816 0.17
H -0.7850 2.1765 0.1276 0.26
H 1.0007 1.0510 1.3230 0.25
H -0.5258 0.8862 2.1263 0.22
H 2.1688 5.9222 0.7159 0.21
H 2.1764 4.4528 -0.3371 0.19
H 3.4514 4.6907 0.9199 0.21
Se 4.7802 4.5398 5.6715 -0.30
C 3.2999 4.0669 4.8669 0.09
N 2.2694 3.6972 4.4026 -0.75

---

[2]
60
Properties=species:S:1:pos:R:3:nbo_charge:R:1 method="wB97M-V/def2-TZVPD" relative_energy_kcal_mol=0.0 orbital_gap_ev=3.847 homo_energy_ev=-2.37 charge=-1
C -2.0185 -0.8496 6.4750 -0.74
C -2.6264 0.4388 5.9768 0.84
O -2.1215 1.0842 5.0928 -0.62
O -3.7535 0.8033 6.5991 -0.57
C -5.0027 0.4538 5.8924 -0.09
C -6.0575 -0.0138 6.9121 -0.28
N -7.1630 -0.7004 6.3119 -0.88
I -6.6075 -2.6783 5.9855 -0.03
H -0.9342 -0.7336 6.4931 0.22
H -2.3937 -1.1070 7.4616 0.23
H -2.2622 -1.6440 5.7679 0.25
H -4.8114 -0.3460 5.1753 0.19
H -5.3403 1.3523 5.3757 0.17
H -6.4737 0.8895 7.3854 0.17
H -5.5025 -0.5733 7.6875 0.14
C -1.6316 2.0072 0.5912 -0.41
C -3.0858 2.3799 0.2745 -0.40
C -3.8663 1.0622 0.1533 -0.67
S -3.0176 -0.1180 1.2203 2.17
O -2.4585 -1.1660 0.3924 -0.97
O -3.8463 -0.4406 2.3483 -0.92
C -1.7022 0.9770 1.7103 -0.68
H -1.0396 2.8681 0.8955 0.23
H -1.1637 1.5802 -0.2949 0.22
H -3.4997 2.9822 1.0856 0.21
H -3.1631 2.9616 -0.6439 0.21
H -4.8970 1.1382 0.4912 0.25
H -3.8336 0.6585 -0.8570 0.24
H -0.7929 0.3937 1.8353 0.24
H -1.9858 1.4188 2.6645 0.28
C 2.1361 -2.1281 -0.3478 -0.41
C 3.4484 -1.3902 -0.6497 -0.40
C 3.0799 -0.1006 -1.3890 -0.68
S 1.4330 0.3447 -0.8227 2.17
O 0.5231 0.2659 -1.9397 -0.95
O 1.5002 1.5467 -0.0264 -0.95
C 1.1840 -1.0834 0.2254 -0.69
H 2.2830 -2.9511 0.3501 0.22
H 1.7201 -2.5394 -1.2699 0.22
H 3.9571 -1.1510 0.2868 0.20
H 4.1251 -1.9954 -1.2516 0.23
H 3.7484 0.7285 -1.1691 0.24
H 3.0205 -0.2636 -2.4624 0.27
H 0.1301 -1.3610 0.1884 0.29
H 1.4652 -0.7942 1.2384 0.24
C 4.8573 0.9882 -7.0909 -0.41
C 4.0684 -0.1861 -7.6870 -0.40
C 4.4756 -1.4484 -6.9178 -0.68
S 4.9471 -0.8947 -5.2722 2.17
O 6.3502 -1.1570 -5.0764 -0.94
O 3.9787 -1.3485 -4.3065 -0.95
C 4.7223 0.8550 -5.5780 -0.67
H 4.4790 1.9483 -7.4384 0.23
H 5.9089 0.9172 -7.3771 0.21
H 2.9990 -0.0072 -7.5620 0.21
H 4.2598 -0.3021 -8.7527 0.22
H 3.6670 -2.1673 -6.8139 0.26
H 5.3493 -1.9317 -7.3507 0.25
H 5.4685 1.4041 -5.0087 0.26
H 3.7203 1.1169 -5.2377 0.25

---

[3]
54
Properties=species:S:1:pos:R:3:nbo_charge:R:1 method="wB97M-V/def2-TZVPD" relative_energy_kcal_mol=64.2 orbital_gap_ev=10.047 homo_energy_ev=-12.69 charge=+1
O 2.7491 -2.8182 4.8452 -0.47
C 3.2813 -3.5082 3.7987 0.86
N 3.5236 -4.1085 2.5884 -0.57
C 2.2731 -4.1301 1.7105 -0.07
C 1.1131 -5.1827 2.2829 -0.44
C -0.4225 -4.6486 2.0648 -0.65
S -0.6825 -2.8429 2.4891 2.12
O -1.1251 -2.6855 3.9930 -0.84
O -1.8100 -2.2983 1.5798 -0.89
O 0.8141 -2.0391 2.3477 -0.66
C 1.6870 -2.6471 1.3324 -0.13
H 2.6286 -4.6158 0.6790 0.24
H 1.1947 -6.2203 1.6980 0.25
H 1.2949 -5.4323 3.4352 0.26
H -0.7889 -4.8332 0.9683 0.27
H -1.1112 -5.3004 2.7663 0.30
H 2.6334 -1.9655 1.0806 0.24
H 1.1066 -2.7639 0.2994 0.20
C 0.1553 1.0596 1.8659 -0.61
C -0.9227 1.9106 1.2197 -0.41
C -1.7486 1.1749 0.1655 -0.44
C -1.0703 0.6692 -1.1063 -0.21
N -0.4274 1.6962 -2.0692 -0.23
C 0.9736 2.1522 -1.6543 -0.22
C 1.8777 0.9649 -1.9363 -0.42
C 1.2745 0.2612 -3.1372 -0.44
C -0.0740 0.9140 -3.3857 -0.20
C -1.3758 2.8488 -2.4752 -0.20
C -1.4021 4.0821 -1.5674 -0.44
C -2.7263 4.3006 -0.8352 -0.61
H 0.8380 0.6323 1.1284 0.17
H 0.7472 1.6717 2.5550 0.23
H -0.2891 0.2427 2.4416 0.23
H -0.4794 2.8216 0.8148 0.18
H -1.6052 2.2498 2.0094 0.23
H -2.6196 1.7719 -0.1119 0.22
H -2.1803 0.2930 0.6602 0.27
H -1.8451 0.1614 -1.6945 0.23
H -0.3165 -0.0841 -0.8616 0.22
H 1.2434 3.0031 -2.2903 0.23
H 0.9906 2.4522 -0.6090 0.25
H 1.8985 0.2817 -1.0798 0.22
H 2.9117 1.2746 -2.1159 0.25
H 1.1626 -0.8114 -2.9433 0.23
H 1.9145 0.3582 -4.0205 0.24
H -0.8789 0.2113 -3.6224 0.24
H 0.0217 1.6415 -4.1995 0.22
H -2.3635 2.4070 -2.6408 0.23
H -1.0145 3.2035 -3.4495 0.22
H -1.2801 4.9564 -2.2243 0.23
H -0.5637 4.1395 -0.8700 0.22
H -3.5742 3.8910 -1.3878 0.21
H -2.9022 5.3737 -0.6965 0.23
H -2.7091 3.8638 0.1647 0.21

---

[4]
57
Properties=species:S:1:pos:R:3:nbo_charge:R:1 method="wB97M-V/def2-TZVPD" orbital_gap_ev=8.097 homo_energy_ev=-11.59 charge=+1
C 2.6806 0.1247 -1.7898 -0.74
C 2.3774 -1.1345 -2.6577 0.80
O 2.5919 -1.0660 -3.8002 -0.50
O 1.8986 -2.3362 -2.0699 -0.55
C 0.6628 -2.1795 -1.4692 0.79
O 0.5324 -1.7427 -0.3874 -0.50
C -0.6228 -2.5645 -2.2856 -0.35
N -0.7992 -1.5248 -3.3035 -0.51
C -1.5482 -0.4775 -3.1176 0.70
N -2.2696 -0.2755 -1.9394 -0.57
C -2.8065 1.1003 -2.0819 -0.28
C -1.9021 1.7572 -3.1395 0.09
N -0.5120 2.1237 -2.7820 -0.49
C -0.4020 2.2645 -1.5769 0.21
S -0.0026 1.9676 -0.0758 0.15
N -1.7273 0.5712 -4.0473 -0.62
H 3.7246 0.4385 -1.9566 0.27
H 2.0326 0.9206 -2.2035 0.24
H 2.4588 -0.1035 -0.7320 0.24
H -1.4417 -2.5992 -1.5424 0.26
H -0.5459 -3.5813 -2.7186 0.27
H -0.2874 -1.5723 -4.1873 0.46
H -1.6937 -0.3990 -1.0995 0.43
H -3.8175 0.9685 -2.5253 0.23
H -2.9899 1.6151 -1.1233 0.26
H -2.3667 2.5275 -3.7879 0.25
H -2.4852 0.4277 -4.7156 0.43
C 4.6222 4.9738 1.3035 -0.65
C 3.3289 4.2755 1.6869 -0.06
O 3.3972 2.8595 1.6012 -0.55
C 4.3665 2.2254 2.4239 -0.06
C 4.1696 2.4817 3.9076 -0.65
H 4.9175 4.6995 0.2883 0.21
H 4.4969 6.0566 1.3525 0.22
H 5.4441 4.7039 1.9676 0.21
H 2.5420 4.5859 0.9967 0.18
H 3.0014 4.5794 2.6862 0.16
H 5.3751 2.5103 2.1073 0.16
H 4.2741 1.1542 2.2337 0.18
H 4.2584 3.5401 4.1558 0.21
H 4.9169 1.9381 4.4875 0.22
H 3.1767 2.1537 4.2228 0.21
C -1.9351 -2.7514 2.6877 -0.65
C -3.2407 -2.0396 2.3760 -0.07
O -3.6994 -2.2442 1.0461 -0.55
C -3.9641 -3.5887 0.6717 -0.06
C -5.0278 -4.2614 1.5203 -0.65
H -1.1513 -2.4331 1.9951 0.21
H -1.6154 -2.5274 3.7063 0.23
H -2.0296 -3.8346 2.5997 0.21
H -3.0916 -0.9640 2.4858 0.18
H -4.0193 -2.3181 3.0921 0.17
H -3.0354 -4.1716 0.6729 0.16
H -4.3072 -3.5546 -0.3651 0.18
H -4.7334 -4.3283 2.5682 0.21
H -5.2147 -5.2740 1.1598 0.22
H -5.9615 -3.6977 1.4776 0.22